1.
A molecular structure, C45H54AlBN10OSTe, computed with ωB97M-V with the def2-TZVPD basis set.

```
114
Properties=species:S:1:pos:R:3:forces:R:3:mulliken_spin:R:1
Al -0.839 -1.363 0.159 0.5 -0.1 -0.2 0.00
C 1.908 -1.150 -2.620 -0.1 -0.1 0.1 0.01
C 0.447 -0.964 -2.870 0.1 -0.2 -0.1 0.00
C -0.093 -0.676 -4.132 0.1 0.0 -0.1 0.00
C -1.461 -0.649 -3.972 0.1 -0.1 -0.1 0.00
C -2.534 -0.370 -4.975 0.0 -0.1 0.1 0.00
N -1.702 -0.910 -2.679 -0.3 -0.1 0.0 0.00
N -0.544 -1.109 -1.981 -0.2 0.2 -0.2 0.00
B -3.013 -1.170 -1.950 0.1 0.0 0.0 0.00
N -2.881 -2.593 -1.328 0.1 0.0 0.0 0.00
N -1.906 -2.865 -0.413 -0.1 -0.1 -0.2 0.00
C -1.938 -4.175 -0.148 0.0 0.1 0.0 0.00
C -0.996 -4.814 0.823 -0.1 0.0 -0.1 0.00
C -2.955 -4.757 -0.904 0.0 -0.1 0.1 0.00
C -3.523 -3.725 -1.639 0.1 -0.1 0.0 0.00
C -4.632 -3.791 -2.634 0.0 0.1 0.0 0.00
N -3.148 -0.104 -0.835 0.1 0.0 0.0 0.01
N -2.219 -0.006 0.166 -0.1 -0.3 0.0 0.01
C -2.630 0.953 1.006 -0.1 0.0 0.0 -0.01
C -1.931 1.312 2.277 0.0 0.0 -0.1 0.01
C -3.810 1.504 0.514 0.0 0.1 0.1 0.00
C -4.105 0.810 -0.649 0.0 0.0 0.1 0.00
C -5.264 0.997 -1.572 0.0 0.0 0.0 0.00
H 2.455 -0.793 -3.491 0.0 0.0 0.0 0.00
H 2.144 -2.208 -2.481 0.0 0.0 0.0 0.00
H 2.264 -0.598 -1.757 0.0 -0.1 0.0 0.01
H 0.460 -0.505 -5.044 0.0 0.0 0.1 0.00
H -2.078 -0.134 -5.934 0.0 0.0 0.0 0.00
H -3.154 0.475 -4.670 0.0 0.0 0.0 0.00
H -3.192 -1.231 -5.111 0.0 0.0 0.0 0.00
H -3.951 -1.123 -2.691 0.0 0.0 0.1 0.00
H -0.232 -4.111 1.153 0.0 -0.1 0.0 0.00
H -0.501 -5.671 0.364 0.0 0.0 0.0 0.00
H -1.533 -5.177 1.702 0.0 0.0 0.0 0.00
H -3.235 -5.798 -0.928 0.0 0.1 0.0 0.00
H -5.032 -4.801 -2.667 0.0 0.0 0.0 0.00
H -4.277 -3.528 -3.632 0.0 0.0 0.0 0.00
H -5.442 -3.105 -2.382 0.0 0.0 0.0 0.00
H -1.092 0.653 2.481 0.1 0.0 0.0 0.00
H -2.632 1.244 3.110 0.0 0.0 0.0 0.00
H -1.562 2.336 2.235 0.0 0.0 0.0 0.00
H -4.383 2.310 0.947 0.1 -0.1 0.0 0.00
H -5.943 1.735 -1.149 0.0 0.0 0.0 0.00
H -5.816 0.069 -1.728 0.0 0.0 0.0 0.00
H -4.939 1.353 -2.551 0.0 0.0 0.0 0.00
N -2.121 -3.194 3.966 -0.1 -0.2 0.2 0.00
C -0.857 -2.860 4.379 0.1 0.0 -0.2 0.00
C -0.190 -3.176 5.555 0.0 -0.1 0.1 0.00
C 1.081 -2.671 5.697 0.0 0.0 0.0 0.00
C 1.630 -1.855 4.701 0.0 0.1 -0.1 0.00
C 0.947 -1.540 3.543 -0.1 0.0 -0.1 -0.04
C -0.329 -2.085 3.344 -0.1 0.0 -0.1 0.00
N -1.287 -1.996 2.291 -0.2 -0.1 0.3 0.00
C -2.352 -2.659 2.752 0.2 0.2 -0.1 0.00
C -3.696 -2.891 2.193 0.0 0.1 -0.2 0.00
C -4.600 -3.755 2.748 0.0 -0.3 0.1 0.00
S -6.051 -3.744 1.868 0.0 0.1 -0.1 0.00
C -5.372 -2.571 0.811 -0.1 -0.1 0.1 0.00
N -4.160 -2.224 1.095 0.1 0.4 0.2 0.00
H -2.784 -3.720 4.504 0.0 0.1 0.0 0.00
H -0.654 -3.782 6.323 0.0 0.0 0.0 0.00
H 1.653 -2.891 6.589 0.0 0.0 0.0 0.00
H 2.625 -1.451 4.839 0.0 0.0 0.0 0.00
H 1.401 -0.876 2.835 0.1 0.1 -0.3 0.05
H -4.501 -4.417 3.598 0.0 0.1 -0.1 0.00
H -5.938 -2.169 -0.024 0.1 0.0 0.2 0.00
C 2.312 -2.972 0.396 0.0 0.0 -0.1 0.05
C 2.090 -1.474 0.513 0.2 0.5 0.4 -0.03
O 3.128 -0.785 0.747 -0.6 -0.1 -0.2 0.12
N 0.881 -0.969 0.421 0.0 -0.1 0.2 0.17
Te 1.487 1.547 0.679 0.2 0.5 0.1 0.56
C 2.663 3.197 1.487 -0.1 0.1 -0.1 0.10
C 2.391 4.506 1.047 0.0 -0.1 0.0 -0.07
C 1.385 4.834 -0.033 0.1 -0.1 0.1 0.08
C 3.084 5.563 1.635 0.0 0.0 0.0 0.00
C 4.019 5.362 2.641 0.0 0.1 0.0 0.00
C 4.761 6.519 3.260 0.0 -0.1 0.0 0.00
C 4.249 4.063 3.072 0.1 0.0 0.0 0.00
C 3.583 2.976 2.519 -0.1 -0.2 0.0 -0.10
C 3.850 1.602 3.091 0.0 0.1 -0.1 0.06
C 2.163 1.796 -1.313 -0.1 0.2 0.0 0.11
C 3.529 1.864 -1.622 0.0 0.0 0.1 -0.06
C 4.654 1.769 -0.620 -0.1 0.0 -0.2 0.01
C 3.891 2.064 -2.953 0.1 0.0 0.0 -0.01
C 2.957 2.200 -3.967 0.0 0.0 0.0 0.01
C 3.376 2.430 -5.394 0.0 0.0 0.1 0.00
C 1.610 2.144 -3.626 0.0 0.1 -0.1 0.01
C 1.189 1.954 -2.318 -0.1 0.1 0.1 -0.06
C -0.300 1.996 -2.058 0.2 0.2 0.0 0.04
H 3.206 -3.162 -0.197 0.0 0.0 0.0 0.00
H 1.454 -3.472 -0.054 0.1 0.0 0.0 0.00
H 2.488 -3.372 1.398 0.0 0.0 0.0 0.00
H 0.425 4.349 0.161 0.0 0.0 0.0 -0.01
H 1.732 4.500 -1.013 0.0 0.0 0.0 -0.01
H 1.214 5.909 -0.083 0.0 0.0 0.0 0.00
H 2.883 6.574 1.292 0.0 -0.1 0.0 0.00
H 4.443 7.468 2.830 0.0 0.0 0.0 0.00
H 5.837 6.418 3.104 0.0 0.0 0.0 0.00
H 4.589 6.558 4.337 0.0 0.0 0.0 0.00
H 4.970 3.888 3.868 -0.1 0.0 -0.1 0.00
H 4.875 1.527 3.458 0.0 0.0 0.0 0.00
H 3.691 0.808 2.361 0.0 0.0 0.0 -0.01
H 3.183 1.422 3.938 0.0 0.0 0.0 0.00
H 4.323 1.440 0.353 0.0 -0.1 0.1 -0.01
H 5.141 2.742 -0.512 -0.1 0.0 0.0 0.00
H 5.403 1.057 -0.969 0.0 0.0 0.0 0.00
H 4.950 2.112 -3.195 -0.1 0.0 0.0 0.00
H 4.448 2.286 -5.522 0.0 0.0 0.0 0.00
H 3.134 3.450 -5.703 0.0 0.0 0.0 0.00
H 2.853 1.753 -6.072 0.0 0.0 0.0 0.00
H 0.859 2.258 -4.404 0.0 0.0 0.1 0.00
H -0.844 1.654 -2.939 0.1 0.0 0.1 0.00
H -0.618 3.021 -1.848 0.0 0.0 0.0 0.01
H -0.596 1.377 -1.218 0.0 0.0 0.0 -0.01
```
Forces are in eV/Å.

Its HOMO energy (alpha / beta) is -9.401 / -9.927 eV. The value obtained for the LUMO energy (alpha / beta) is -2.472 / -3.320 eV. Its calculated total energy is -3303.569068 hartree. The expectation value of S² is 0.75. Its max |F| is 0.63 eV/A. As for the spin multiplicity: 2. The net charge is +1.

2.
4 unconnected molecules or ions with the total composition C17H31N4O2, computed with ωB97M-V with the def2-TZVPD basis set.

```
54
Properties=species:S:1:pos:R:3:forces:R:3:lowdin_charge:R:1
O 0.596 2.435 1.379 -0.2 0.1 0.2 -0.02
O 0.593 1.128 0.774 0.4 0.1 0.0 -0.13
C -0.009 1.295 -0.490 -0.2 -0.1 -0.1 -0.16
C -1.538 1.180 -0.452 -0.1 0.3 -0.1 -0.23
C -2.057 0.445 0.801 -0.5 -0.3 -0.8 -0.07
C -2.548 1.520 1.666 0.2 0.2 0.4 0.03
N -2.712 2.607 1.022 -0.1 0.2 -0.3 0.13
C -2.263 2.540 -0.381 0.7 0.2 0.0 -0.05
H 1.416 2.407 1.894 0.0 -0.1 -0.1 0.10
H 0.398 0.507 -1.123 0.0 -0.2 0.1 0.13
H 0.293 2.249 -0.921 0.1 0.0 0.0 0.13
H -1.843 0.681 -1.368 0.0 -0.1 0.1 0.07
H -2.971 -0.090 0.498 0.0 -0.2 0.2 0.16
H -1.405 -0.285 1.263 0.2 0.1 0.1 0.12
H -2.776 1.461 2.721 -0.1 0.0 0.0 0.17
H -3.093 3.465 1.403 0.0 -0.1 0.2 0.19
H -1.581 3.374 -0.543 0.0 0.1 0.0 0.13
H -3.088 2.645 -1.081 -0.3 -0.1 0.2 0.14
C 1.035 -2.567 -3.993 0.0 0.0 0.0 -0.10
C -0.278 -3.263 -4.331 0.2 0.0 0.1 -0.25
C -1.337 -2.315 -4.901 0.0 -0.1 0.0 -0.17
C -1.674 -1.263 -3.945 -0.1 0.0 -0.1 -0.19
N -1.940 -0.442 -3.188 0.1 0.0 0.0 0.16
H 0.895 -1.804 -3.223 0.0 0.0 0.0 0.06
H 1.764 -3.284 -3.617 0.0 0.0 0.0 0.07
H 1.467 -2.083 -4.871 0.0 0.0 0.0 0.08
H -0.686 -3.745 -3.443 0.0 0.0 0.0 0.07
H -0.099 -4.051 -5.063 -0.1 0.0 0.0 0.12
H -2.252 -2.857 -5.138 0.0 0.0 0.0 0.13
H -0.982 -1.837 -5.816 0.0 0.0 0.0 0.13
C 3.248 5.670 4.065 0.0 0.0 0.0 -0.11
C 3.902 4.663 3.127 -0.1 0.1 0.1 -0.26
C 4.084 3.282 3.773 0.0 0.2 -0.1 -0.20
C 4.933 3.367 4.961 0.0 -0.2 0.0 -0.24
N 5.601 3.434 5.891 0.0 0.1 0.0 0.16
H 3.864 5.844 4.948 0.0 0.0 0.0 0.08
H 3.111 6.628 3.564 0.0 0.0 0.0 0.07
H 2.268 5.322 4.399 0.0 0.0 0.0 0.07
H 4.873 5.039 2.804 0.0 0.0 0.0 0.12
H 3.290 4.553 2.227 0.0 -0.1 0.0 0.10
H 4.543 2.585 3.071 0.0 0.0 0.0 0.12
H 3.119 2.871 4.078 0.0 0.0 0.0 0.11
C -1.634 -3.171 0.236 0.0 0.0 0.0 -0.12
C -1.482 -4.647 0.592 0.0 0.1 0.0 -0.25
C -0.986 -5.493 -0.586 0.0 0.1 0.1 -0.18
C -1.910 -5.411 -1.717 0.0 -0.2 0.0 -0.24
N -2.654 -5.344 -2.588 0.0 0.1 -0.1 0.16
H -2.376 -3.028 -0.552 0.0 0.0 0.0 0.07
H -1.963 -2.607 1.110 0.0 0.0 0.0 0.06
H -0.686 -2.749 -0.108 0.0 0.0 0.0 0.08
H -2.441 -5.038 0.934 0.0 0.0 0.0 0.12
H -0.778 -4.761 1.417 0.0 0.0 0.0 0.11
H -0.887 -6.539 -0.299 0.0 0.0 0.0 0.12
H -0.006 -5.147 -0.923 0.0 0.0 0.0 0.12
```
Forces are in eV/Å.

Its HOMO energy is -13.425 eV. The value obtained for the LUMO energy is -3.908 eV. Its calculated total energy is -1035.501186 hartree. Its max |F| is 0.99 eV/A. The net charge is +1.

3.
2 unconnected molecules or ions with the total composition C11H17N4 at a distorted geometry, computed with ωB97M-V with the def2-TZVPD basis set.

```
32
Properties=species:S:1:pos:R:3:forces:R:3:mulliken_spin:R:1
C -1.829 -1.989 -1.530 -2.1 -2.3 0.3 0.02
C 0.591 0.807 -1.294 -1.6 -0.6 0.8 -0.03
C 0.260 -0.563 -1.153 -0.7 1.2 -1.8 0.01
C -1.145 -0.739 -1.423 1.5 0.7 0.0 0.19
C -1.662 0.538 -1.614 1.1 2.5 0.3 0.19
C 1.862 1.279 -1.210 -0.1 0.8 1.5 0.15
C 2.853 0.315 -0.925 2.1 -0.9 -1.0 0.09
C 1.285 -1.451 -1.242 1.1 -2.9 1.1 0.17
C 2.609 -1.080 -0.958 0.1 1.5 -0.6 -0.02
N -0.640 1.459 -1.472 -0.8 -0.9 -0.9 0.21
H -0.664 2.417 -1.785 -0.5 0.2 0.1 -0.01
H 2.047 2.357 -1.054 0.2 -0.7 -0.8 0.00
H -2.681 0.881 -1.794 0.3 -0.2 -0.1 0.00
H 3.922 0.674 -0.929 -1.3 -0.5 0.5 0.00
H 1.044 -2.512 -1.439 0.3 0.5 0.2 0.00
H -2.954 -1.913 -1.526 1.1 0.2 0.2 0.00
H -1.536 -2.659 -0.676 -0.2 0.3 -0.9 0.01
H 3.427 -1.820 -0.893 -0.6 0.6 -0.1 0.00
H -1.662 -2.537 -2.491 0.4 0.4 0.7 0.03
C 0.638 -0.953 2.286 2.8 0.6 0.2 0.00
C -0.810 0.938 1.924 -2.7 4.2 -2.5 -0.01
N -0.626 -0.314 1.991 -0.6 -5.3 -1.4 0.00
N 0.121 1.888 2.202 1.1 -0.6 2.7 0.00
N -1.971 1.416 1.345 -0.8 -0.1 -0.3 0.00
H -1.241 -1.026 1.425 0.7 2.4 1.9 0.00
H 0.554 1.899 3.162 -0.4 -0.1 -1.6 0.00
H 0.241 2.746 1.684 -0.7 -0.1 0.1 0.00
H -2.697 0.827 0.853 1.5 0.7 1.2 0.00
H -2.312 2.382 1.514 0.8 -1.1 0.1 0.00
H 1.417 -0.057 2.348 -1.3 -2.3 0.1 0.00
H 0.966 -1.655 1.436 -0.6 1.2 1.2 0.00
H 0.594 -1.554 3.237 0.1 0.8 -0.9 0.00
```
Forces are in eV/Å.

Its HOMO energy (alpha / beta) is -16.285 / -16.380 eV. The value obtained for the LUMO energy (alpha / beta) is -6.875 / -10.354 eV. Its calculated total energy is -647.745864 hartree. The expectation value of S² is 0.77. Its max |F| is 5.56 eV/A. As for the spin multiplicity: 2. The net charge is +2.

4.
2 unconnected molecules or ions with the total composition C2H5ClN2O2 at a distorted geometry, computed with ωB97M-V with the def2-TZVPD basis set.

```
12
Properties=species:S:1:pos:R:3:forces:R:3:lowdin_charge:R:1
C -1.498 0.684 0.366 0.2 -0.1 -0.1 -0.12
C -0.758 -0.342 -0.473 -1.2 -1.3 0.0 -0.73
N 1.479 -0.939 -0.217 -2.0 -2.2 0.3 -0.05
N 0.608 -0.119 -0.430 3.4 2.1 0.1 -0.05
O 1.379 1.929 0.675 -0.1 -0.2 -0.1 -0.05
O 2.728 -0.468 -0.174 0.6 1.3 -0.3 0.01
Cl -1.186 -2.037 0.079 -0.2 0.2 -0.1 0.55
H -1.210 1.675 0.025 0.0 0.1 -0.1 0.07
H -1.214 0.590 1.410 0.0 -0.1 0.1 0.08
H -2.570 0.545 0.260 0.0 0.0 0.0 0.08
H -1.074 -0.291 -1.522 0.1 0.0 0.2 0.11
H 3.315 -1.227 0.003 -0.7 0.1 -0.1 0.12
```
Forces are in eV/Å.

Its HOMO energy (alpha / beta) is -9.956 / -9.961 eV. The value obtained for the LUMO energy (alpha / beta) is -1.967 / -1.912 eV. Its calculated total energy is -799.122107 hartree. Its max |F| is 4.02 eV/A.

5.
A molecular structure, C24H43Cl2N5O7PS3 at a distorted geometry, computed with ωB97M-V with the def2-TZVPD basis set.

```
85
Properties=species:S:1:pos:R:3:forces:R:3:lowdin_charge:R:1
C 8.248 0.584 2.919 -0.8 -0.2 0.4 -0.04
C 6.880 0.437 2.025 0.3 -1.8 2.1 -0.29
C 5.638 0.982 2.943 -0.2 -0.1 -1.0 -0.13
O 5.565 0.097 4.152 -4.0 0.3 -0.4 -0.09
C 4.146 0.214 4.601 -0.9 6.6 1.2 -0.28
O 3.706 1.452 4.847 2.4 -7.8 -1.7 -0.01
C 3.123 -1.059 4.808 2.7 -0.6 -0.4 -0.34
S 1.308 -0.646 4.598 -0.2 0.1 0.0 0.91
C 0.926 0.056 2.904 2.5 -0.7 -2.1 -0.49
C 0.250 -1.041 1.888 1.4 -1.7 0.6 -0.49
C 1.255 -2.052 1.078 4.0 -1.8 -2.0 -0.25
C 2.612 -1.449 0.414 0.3 -2.0 -0.4 -0.01
C 3.769 -2.308 -0.411 -4.8 -2.4 3.1 -0.09
C 3.354 -3.927 -0.496 -1.9 3.3 3.7 -0.24
C 1.941 -4.324 0.208 1.1 1.3 0.0 -0.09
N 0.950 -3.506 0.963 4.4 2.6 -2.1 0.03
S -0.622 -0.101 0.523 -0.3 2.2 3.3 1.00
C -0.801 1.397 1.663 2.1 -2.9 0.7 -0.15
N 0.027 1.289 2.788 -2.8 1.4 -3.3 -0.10
C -0.165 2.473 3.712 -1.5 0.5 2.6 -0.11
O 1.016 2.833 4.514 -3.4 -3.9 -0.7 -0.16
O 1.410 4.011 4.049 2.3 3.0 -2.7 -0.04
O 6.957 1.002 0.670 -2.8 2.5 0.8 -0.07
C 6.178 2.241 0.530 3.5 6.3 1.2 -0.29
O 6.772 3.422 0.821 -4.0 -7.9 -1.9 0.01
C 4.603 2.299 -0.012 0.1 -2.8 1.2 -0.49
S 4.406 3.115 -1.686 -0.8 -0.2 0.4 0.66
H 8.118 1.520 3.621 0.6 -1.7 -1.6 0.10
H 8.269 -0.364 3.645 0.1 2.1 -1.7 0.11
H 9.211 0.619 2.254 -2.0 0.0 1.4 0.10
H 6.703 -0.735 1.886 0.2 2.6 0.1 0.17
H 5.731 2.110 3.280 -0.1 -2.4 -0.8 0.16
H 4.634 0.772 2.352 2.0 0.8 1.0 0.12
H 3.273 -1.416 5.935 -0.7 0.9 -2.3 0.13
H 3.486 -1.975 4.144 -0.9 2.1 1.3 0.12
H 2.017 0.313 2.503 -2.4 -0.1 0.6 0.12
H -0.366 -1.746 2.591 0.4 1.4 -1.8 0.13
H 2.792 -0.279 0.533 -0.4 -2.7 -0.4 0.06
H 4.731 -1.851 -0.894 -2.1 -0.9 1.1 0.10
H 4.035 -4.716 -1.050 -1.6 1.6 1.9 0.08
H 1.652 -5.479 0.097 0.6 3.0 0.4 0.12
H -1.560 2.262 1.388 2.0 -1.7 0.9 0.17
H -0.555 3.396 3.087 1.1 -1.9 1.3 0.17
H -1.031 2.180 4.470 2.0 0.5 -1.5 0.18
H 1.895 3.779 3.200 -0.3 0.7 1.4 0.14
H 3.953 2.764 0.848 1.5 -0.7 -1.7 0.09
H 4.290 1.155 -0.147 0.6 2.5 0.4 0.06
H 3.033 2.881 -2.017 1.8 0.0 1.0 -0.11
O -4.335 2.055 -1.256 -0.2 3.1 -3.4 -0.34
P -5.396 1.408 -2.179 0.4 -6.4 6.3 0.77
N -6.479 1.250 -0.849 -1.2 0.6 0.9 -0.32
C -7.444 0.199 -0.567 -0.3 -0.3 -0.3 -0.13
C -6.974 2.523 -0.309 0.5 0.3 0.2 -0.14
N -4.491 -0.059 -2.310 1.3 -0.6 -0.7 -0.34
C -4.921 -1.347 -1.788 -0.5 -0.2 -0.6 -0.14
C -3.034 0.032 -2.168 -0.3 0.5 -0.3 -0.17
N -6.616 0.664 -3.241 1.2 2.8 -2.3 -0.26
C -6.074 0.264 -4.564 0.3 -0.7 -0.5 -0.13
C -7.719 1.596 -3.569 -0.8 0.2 0.3 -0.13
H -8.323 0.233 -1.216 -0.2 -0.1 -0.1 0.07
H -7.810 0.271 0.464 0.2 0.4 -0.1 0.09
H -7.025 -0.802 -0.622 0.1 0.2 -0.3 0.05
H -7.741 2.962 -0.952 -0.3 0.1 0.1 0.06
H -6.170 3.259 -0.212 0.0 -0.2 -0.2 0.07
H -7.395 2.406 0.695 0.0 -0.2 -0.2 0.08
H -4.895 -1.367 -0.692 -0.1 0.0 0.0 0.08
H -4.277 -2.158 -2.150 0.1 0.3 0.0 0.08
H -5.917 -1.616 -2.148 0.0 0.2 0.2 0.07
H -2.738 0.102 -1.116 0.0 0.1 0.0 0.01
H -2.642 0.903 -2.705 -0.1 -0.1 0.3 0.08
H -2.534 -0.840 -2.604 -0.3 -0.1 0.0 0.08
H -5.603 1.116 -5.068 -0.2 -0.2 -0.1 0.09
H -6.868 -0.131 -5.210 -0.1 0.3 0.3 0.09
H -5.338 -0.540 -4.497 -0.1 0.3 0.3 0.07
H -7.334 2.531 -3.988 -0.2 -0.1 -0.2 0.09
H -8.327 1.843 -2.699 0.2 0.0 0.2 0.06
H -8.416 1.149 -4.288 0.4 0.0 0.1 0.09
Cl 3.138 -3.462 -2.708 -0.8 0.6 -2.9 0.75
C 2.532 -3.407 -4.382 -0.1 -0.1 -0.8 -0.58
C 1.173 -4.073 -4.524 0.0 0.3 -0.1 -0.66
Cl 1.262 -5.838 -4.298 0.0 0.0 0.1 0.55
H 3.280 -3.875 -5.030 -0.2 0.0 0.1 0.08
H 2.458 -2.350 -4.657 -0.1 -0.2 0.1 0.08
H 0.778 -3.903 -5.530 0.1 0.0 0.1 0.08
H 0.452 -3.675 -3.803 0.2 -0.1 -0.1 0.07
```
Forces are in eV/Å.

Its HOMO energy is -10.167 eV. The value obtained for the LUMO energy is -4.783 eV. Its calculated total energy is -4196.012129 hartree. Its max |F| is 9.04 eV/A. The net charge is +1.

What is the calculated total energy in the fourth record? -799.122107 hartree